A structure of composition C29H32Cl2F5N7O5Sc in a non-equilibrium geometry, computed with the ωB97M-V functional and the def2-TZVPD basis.

The geometry in XYZ format:
```
81
Properties=species:S:1:pos:R:3:forces:R:3
Sc 0.12359 0.09954 0.39725 -0.50 -0.48 -0.93
N 1.99677 3.45385 -4.34625 0.06 -0.09 0.10
C 2.14594 2.34903 -3.30125 0.05 -0.30 0.26
C 1.60310 2.85212 -1.97864 -0.23 0.11 -0.05
C 0.06417 2.94124 -1.89309 -0.03 -0.16 -0.22
N -0.36182 2.31539 -0.63457 0.05 0.16 0.35
C -0.64799 2.23072 -3.05551 0.16 -0.21 0.20
C -0.00405 0.89665 -3.44154 -0.06 0.18 -0.09
N -0.16298 -0.05740 -2.33171 -0.10 -0.24 -0.03
C 1.48498 1.07074 -3.81794 -0.18 0.06 0.14
H 2.41698 4.31630 -3.99843 -0.01 0.06 -0.04
H 1.00772 3.62028 -4.53112 -0.01 0.11 -0.09
H 2.45754 3.19477 -5.21848 -0.02 0.01 -0.05
H 3.21864 2.18630 -3.20583 0.03 0.08 -0.07
H 2.06879 3.80890 -1.72661 0.00 -0.01 0.04
H 1.93075 2.14686 -1.22021 0.19 -0.02 -0.02
H -0.23580 3.99574 -1.91017 -0.03 -0.04 0.02
H -1.35027 2.49098 -0.47323 -0.02 -0.05 0.04
H 0.11782 2.75082 0.15364 -0.05 0.07 0.03
H -0.70362 2.87558 -3.94037 -0.09 0.02 0.00
H -1.68284 2.04370 -2.75698 -0.05 0.10 -0.11
H -0.52562 0.52362 -4.33032 0.03 0.01 0.02
H 0.31718 -0.92280 -2.56569 0.00 -0.03 0.01
H -1.14602 -0.30837 -2.25820 -0.03 -0.03 0.05
H 1.60618 1.01557 -4.90355 0.00 -0.06 0.00
H 2.04603 0.22843 -3.41544 0.12 0.02 -0.08
N 0.33905 -1.00278 2.65315 0.02 0.70 -0.11
N 0.42106 0.14242 3.48138 0.00 -0.04 -0.08
C 0.88203 1.34288 2.91591 -0.05 -0.01 0.67
O 1.14313 2.27518 3.63626 0.03 -0.03 -0.15
O 0.95863 1.30864 1.61544 0.56 0.73 0.63
H -0.44697 -1.55834 2.96698 -0.10 -0.06 -0.13
H 1.18076 -1.56719 2.73278 0.05 -0.07 -0.11
H 0.66927 0.00895 4.44853 0.04 -0.02 0.05
Cl -7.18728 -2.02742 0.05092 0.00 0.03 0.03
C -6.15748 -3.13284 -0.80717 0.30 0.18 -0.10
C -6.53921 -4.46492 -0.79543 -0.04 -0.04 -0.02
C -5.76613 -5.43164 -1.40762 -0.05 -0.03 0.02
C -4.60081 -5.05801 -2.05184 0.00 -0.05 -0.02
C -4.23138 -3.72936 -2.06667 -0.16 0.15 0.07
Cl -2.77687 -3.29435 -2.92002 0.21 0.02 -0.01
C -4.97364 -2.70628 -1.44281 -0.28 -0.27 0.03
N -4.46216 -1.41027 -1.51103 0.33 -0.01 0.50
C -5.07710 -0.20970 -1.05072 -0.09 0.20 0.09
C -5.96694 0.42671 -1.90855 -0.03 -0.05 0.04
C -6.57129 1.61761 -1.54781 -0.11 0.05 -0.04
C -6.28948 2.19037 -0.31987 -0.02 0.06 0.09
C -5.39939 1.56710 0.53941 0.13 0.02 -0.09
C -4.77124 0.37561 0.19195 0.01 -0.18 -0.12
C -3.83825 -0.26657 1.20822 0.05 0.02 -0.31
C -2.38683 -0.00385 0.85804 -0.53 0.03 -0.17
O -1.78316 0.96685 1.35240 0.21 0.02 0.23
O -1.76075 -0.74399 0.01592 -0.80 -0.39 -0.13
H -7.45009 -4.73732 -0.28087 -0.01 0.04 0.00
H -6.07040 -6.46814 -1.38139 0.00 0.00 -0.02
H -3.98954 -5.79378 -2.55592 0.05 0.06 0.00
H -3.46390 -1.41622 -1.34380 0.05 0.01 -0.04
H -6.20416 -0.03907 -2.85662 0.09 -0.03 -0.01
H -7.26878 2.09726 -2.22184 -0.01 -0.03 -0.01
H -6.76730 3.11403 -0.02168 0.00 0.00 -0.01
H -5.18716 2.00542 1.50701 0.00 0.01 0.00
H -4.03287 -1.33880 1.27645 0.10 -0.01 -0.04
H -4.00915 0.20319 2.17382 -0.05 -0.10 0.05
F 5.99601 -2.22290 -1.19366 0.11 0.09 -0.10
C 4.91565 -1.54131 -0.76886 0.10 -0.28 0.42
C 3.83788 -2.16039 -0.02132 -0.01 0.46 -0.50
F 3.32207 -1.84126 1.18361 0.05 -0.14 0.11
C 3.44275 -1.64197 -1.31146 -0.30 0.22 0.62
F 2.92002 -2.37612 -2.33405 0.01 -0.04 -0.04
C 3.00171 -0.19703 -1.12132 -0.19 -0.64 -0.26
O 1.95200 0.12721 -0.54207 0.95 0.09 -0.17
C 4.17782 0.62990 -1.46453 0.08 0.49 0.21
F 4.61400 0.24794 -2.75142 -0.01 -0.05 -0.09
C 4.93373 -0.08515 -0.49330 0.01 -0.35 -0.44
F 5.20151 0.36347 0.70279 -0.05 0.06 0.16
C 1.01130 -4.58418 -0.87133 0.04 -0.39 -0.13
C 0.71764 -3.26468 -0.36995 0.00 0.24 0.13
N 0.51730 -2.21105 0.02912 0.02 -0.02 -0.20
H 1.26288 -4.51964 -1.92923 0.02 0.01 0.03
H 0.14652 -5.23414 -0.74508 0.00 0.02 0.01
H 1.86185 -4.99752 -0.32908 -0.01 0.03 -0.02
```
Forces are in eV/Å.

Values from the calculation:
Net charge ... +1
Lowest unoccupied orbital energy (spin up / spin down) ... -3.28 / -3.27 eV
Maximum force ... 1.16 eV/Å
Kohn-Sham gap (spin up / spin down) ... 6.8999 / 6.9108 eV
HOMO energy (spin up / spin down) ... -10.1827 / -10.1827 eV

***

A structure of composition C29H32MnN4O4S4, computed with the ωB97M-V functional and the def2-TZVPD basis.

The geometry in XYZ format:
```
74
Properties=species:S:1:pos:R:3:forces:R:3
Mn 0.05719 0.02589 0.08171 -0.03 0.04 0.18
S 6.85809 -1.81456 -0.54232 0.02 0.00 -0.05
C 7.11176 -3.50580 -0.53499 0.00 -0.02 0.03
C 5.93697 -4.18380 -0.44594 0.00 -0.02 -0.01
C 4.81075 -3.32241 -0.38945 0.01 0.03 -0.02
C 5.14593 -1.99528 -0.43896 -0.04 -0.04 0.03
C 4.26533 -0.82562 -0.40758 0.04 0.03 0.01
C 2.88412 -0.98731 -0.35287 -0.05 0.06 0.02
N 2.03483 0.03454 -0.31465 0.13 -0.04 -0.03
C 2.52283 1.32000 -0.32768 0.02 -0.01 0.02
C 3.91507 1.57390 -0.36198 -0.04 0.03 -0.02
C 4.32424 2.95762 -0.31017 0.04 -0.02 -0.01
C 3.42313 3.95859 -0.22829 0.00 0.04 0.00
C 1.99790 3.70363 -0.20180 -0.01 -0.07 -0.01
C 1.02039 4.66978 -0.10705 0.05 0.03 0.01
C -0.35590 4.30243 -0.09956 -0.05 -0.08 0.01
C -0.66464 2.95805 -0.17476 -0.02 0.09 0.07
N 0.26124 1.99358 -0.22798 0.01 -0.06 -0.07
C 1.59536 2.34919 -0.26478 0.01 0.05 0.02
C -1.42178 5.29661 0.02960 -0.04 -0.04 0.04
C -2.77286 5.09981 0.15821 0.02 0.02 -0.02
C -3.50434 6.31010 0.27404 -0.03 0.00 0.00
C -2.70758 7.41112 0.23912 -0.02 0.01 0.03
S -1.06002 6.98316 0.06750 0.00 0.02 -0.04
C 4.76797 0.49279 -0.41030 -0.03 -0.04 0.04
H 8.11058 -3.90641 -0.59480 -0.01 0.01 0.01
H 5.87018 -5.26177 -0.42395 0.01 0.01 0.00
H 3.79539 -3.68520 -0.31713 0.01 0.01 0.00
H 2.42542 -1.96798 -0.32527 0.02 0.00 0.00
H 5.38493 3.17901 -0.33646 -0.01 0.00 0.00
H 3.75643 4.98926 -0.19008 0.00 -0.01 0.00
H 1.30988 5.71253 -0.04933 -0.01 0.00 0.00
H -1.68937 2.60814 -0.16704 -0.01 0.01 -0.01
H -3.24119 4.12558 0.16277 0.01 0.01 -0.01
H -4.57892 6.35468 0.37696 0.01 0.01 0.00
H -2.99744 8.44720 0.30459 0.01 -0.02 0.00
H 5.83780 0.66771 -0.43295 0.00 -0.01 -0.01
O -2.37416 -2.16672 1.23139 -0.04 -0.02 0.00
S -1.85896 -1.65410 0.00526 0.21 0.15 -0.05
O -2.42581 -2.09612 -1.22535 -0.03 -0.02 0.02
O -1.80974 -0.08242 0.04842 -0.14 0.00 -0.03
O -0.29185 -1.80258 -0.03346 -0.06 -0.12 0.00
C 4.72829 2.88316 5.25558 0.03 0.02 -0.02
C 3.64897 1.84240 5.53151 -0.03 0.01 0.03
C 3.53698 0.76967 4.45157 0.00 -0.02 0.00
C 3.24349 1.31584 3.05932 -0.02 0.01 -0.02
N 2.04760 2.15198 3.01764 -0.04 -0.03 0.02
C 0.79247 1.70319 2.87456 -0.02 0.11 -0.06
S 0.44248 0.04293 2.67622 0.05 -0.06 -0.04
N -0.17647 2.62411 2.88547 0.05 -0.06 0.06
C -1.61120 2.33822 2.90997 0.02 -0.02 -0.05
C -2.14195 1.93459 4.27982 -0.02 -0.01 0.00
C -2.01373 2.98787 5.38021 -0.02 0.01 0.00
C -0.61189 3.14529 5.96812 0.04 0.01 0.02
H 4.83154 3.57763 6.08986 0.00 -0.01 0.00
H 4.51010 3.47942 4.36527 -0.01 -0.01 0.01
H 5.69930 2.40861 5.09455 -0.01 0.00 0.01
H 2.68001 2.33684 5.65635 0.01 0.00 -0.01
H 3.85299 1.35347 6.48652 0.01 0.00 -0.01
H 2.75102 0.05781 4.71354 0.00 0.01 0.01
H 4.47099 0.20168 4.39499 0.00 0.01 -0.01
H 3.10557 0.49671 2.35701 -0.01 -0.04 -0.02
H 4.06670 1.92782 2.68945 0.01 0.02 0.01
H 2.17564 3.14118 3.16891 0.01 0.00 -0.01
H 0.09554 3.59255 2.95824 0.00 0.01 -0.02
H -1.81438 1.54307 2.19265 -0.01 -0.01 -0.02
H -2.10812 3.24464 2.55572 0.01 0.02 0.02
H -1.65179 1.00747 4.58773 0.01 0.00 0.00
H -3.19763 1.68694 4.14006 0.01 0.01 -0.01
H -2.69074 2.70854 6.19084 0.01 -0.01 0.00
H -2.37681 3.95351 5.01082 0.01 0.00 0.00
H -0.18691 2.17099 6.22249 -0.01 0.01 0.00
H -0.63736 3.74544 6.87880 0.00 0.00 -0.01
H 0.08274 3.63407 5.28285 -0.02 -0.01 0.00
```
Forces are in eV/Å.

Values from the calculation:
Net charge ... 0
Lowest unoccupied orbital energy (spin up / spin down) ... -0.77 / -1.19 eV
Spin multiplicity ... 6
Maximum force ... 0.27 eV/Å
Kohn-Sham gap (spin up / spin down) ... 4.9251 / 6.9014 eV
<S²> ... 8.8274
HOMO energy (spin up / spin down) ... -5.6971 / -8.0963 eV

***

For the records above, the corresponding energy values read -4064.0047; -4388.1314 Ha.
For the records above, the corresponding ΔE to the lowest compared entry with this formula, charge and spin values read 150.10; 3.04 kcal/mol.